Record 1
Below is 2 unconnected molecules or ions with the total composition C8H17ClO2Si, with properties calculated with ωB97M-V/def2-TZVPD.

```
29
Properties=species:S:1:pos:R:3
C -0.100 -0.899 0.035
C -2.581 0.282 1.499
C -1.483 -1.596 -2.641
C 3.704 1.322 -0.126
C 1.667 2.981 1.671
C -2.043 -1.224 1.668
C -0.125 -2.142 -2.031
C -1.100 -1.682 0.555
O 0.542 0.188 0.340
O 0.505 -1.181 -1.206
Si 1.911 2.135 0.034
Cl 1.086 2.935 -1.544
H -3.486 0.385 2.014
H -1.977 1.049 1.725
H -2.806 0.364 0.440
H -1.116 -0.727 -3.228
H -2.064 -2.384 -3.242
H -1.995 -1.345 -1.733
H 4.330 1.771 -0.890
H 4.330 1.367 0.750
H 3.411 0.287 -0.326
H 1.609 2.274 2.442
H 2.357 3.706 1.797
H 0.668 3.496 1.670
H -2.874 -1.906 1.848
H -1.565 -1.336 2.623
H 0.610 -2.287 -2.902
H -0.221 -3.136 -1.470
H -1.194 -2.697 0.230
```

energy relative to the best compared isomer or geometry (same formula, charge and spin) = 0.0 kcal/mol
frontier orbital gap = 6.73 eV
highest occupied orbital energy = -6.7 eV
F_max = 5.166 eV/A

---

Record 2
Below is 3 unconnected molecules or ions with the total composition C8H17F3N3O6, with properties calculated with ωB97M-V/def2-TZVPD.

```
37
Properties=species:S:1:pos:R:3
N -2.131 1.198 -1.554
C -1.608 0.522 -0.306
N -2.299 0.804 0.878
N -0.395 -0.376 -0.203
C 0.833 0.244 -0.861
F 0.946 1.631 -0.314
F 0.699 0.323 -2.354
F 2.064 -0.556 -0.518
H -1.797 2.182 -1.654
H -1.989 0.631 -2.419
H -3.271 0.426 0.949
H -1.841 1.367 1.646
H -0.573 -1.345 -0.554
C -2.480 -4.942 1.598
O -3.070 -3.718 1.163
C -4.416 -3.660 1.320
O -5.122 -4.541 1.786
O -4.841 -2.452 0.870
C -6.249 -2.249 0.975
H -1.402 -4.877 1.425
H -2.649 -5.092 2.669
H -2.871 -5.785 1.020
H -6.568 -2.293 2.021
H -6.791 -2.985 0.372
H -6.476 -1.253 0.587
C 3.912 1.442 0.145
O 5.122 2.183 0.284
C 5.353 3.068 -0.718
O 4.631 3.262 -1.684
O 6.527 3.699 -0.461
C 6.900 4.666 -1.441
H 3.829 0.766 1.001
H 3.046 2.111 0.150
H 3.931 0.839 -0.768
H 6.154 5.464 -1.499
H 7.039 4.192 -2.418
H 7.852 5.107 -1.134
```

frontier orbital gap = 5.91 eV
total charge = +1
highest occupied orbital energy = -12.8 eV
F_max = 6.027 eV/A

---

Record 3
Below is a gas-phase ion, C8H17I2N3 (charge +2), with properties calculated with ωB97M-V/def2-TZVPD.

```
30
Properties=species:S:1:pos:R:3
C -1.919 -0.079 -0.871
C -1.201 2.141 -0.447
C -1.952 0.889 -3.197
C -2.597 -1.277 -0.236
C 3.151 -1.343 0.430
C 2.252 -0.084 2.392
C -0.367 0.346 0.987
C 0.932 -0.098 0.248
N -1.203 0.852 -0.115
N -2.476 0.242 -2.185
N 1.894 -0.879 1.156
I 0.241 3.501 0.121
I -0.082 1.643 -3.353
H -2.098 2.495 -0.914
H -2.579 1.058 -4.047
H -1.929 -2.005 -0.106
H -3.380 -1.610 -0.925
H -3.052 -0.940 0.708
H 3.054 -1.966 -0.427
H 3.722 -0.507 0.096
H 3.820 -1.728 1.072
H 2.836 0.757 2.112
H 1.331 0.120 2.995
H 2.946 -0.628 2.974
H -0.860 -0.469 1.457
H -0.466 1.189 1.713
H 1.369 0.689 -0.309
H 0.660 -0.754 -0.557
H -3.490 0.057 -2.332
H 1.444 -1.612 1.558
```

energy relative to the best compared isomer or geometry (same formula, charge and spin) = 31.3 kcal/mol
frontier orbital gap (alpha / beta) = 6.58 / 6.59 eV
total charge = +2
highest occupied orbital energy (alpha / beta) = -14.0 / -14.0 eV
F_max = 4.679 eV/A

---

Record 4
Below is a molecular structure, C8H17IrN10O2Si, with properties calculated with ωB97M-V/def2-TZVPD.

```
39
Properties=species:S:1:pos:R:3
Ir -0.123 -0.509 0.492
N 1.212 1.607 -1.802
C -0.115 1.759 -1.469
N -0.922 2.682 -1.942
N -2.090 2.481 -1.291
N -2.007 1.504 -0.469
N -0.747 1.014 -0.561
C 2.064 0.774 -1.118
N 3.364 0.697 -1.284
N 3.770 -0.231 -0.384
N 2.785 -0.686 0.292
N 1.669 -0.058 -0.149
H 1.597 2.213 -2.506
C 1.174 3.144 1.215
N 1.188 2.759 2.619
C 1.583 3.730 3.644
C 0.823 1.554 3.016
O 0.425 0.588 2.343
H 1.662 4.109 1.115
H 0.152 3.222 0.843
H 1.727 2.418 0.632
H 1.838 4.664 3.155
H 2.455 3.380 4.194
H 0.765 3.919 4.338
H 0.863 1.415 4.102
C -3.241 -3.869 -0.429
Si -1.668 -3.116 -1.067
C -0.312 -4.382 -1.156
C -1.928 -2.315 -2.723
O -1.214 -1.930 0.048
H -3.564 -4.659 -1.111
H -4.043 -3.132 -0.362
H -3.109 -4.313 0.559
H -0.599 -5.184 -1.841
H -0.104 -4.833 -0.185
H 0.619 -3.948 -1.526
H -2.266 -3.063 -3.444
H -1.003 -1.880 -3.107
H -2.678 -1.524 -2.682
```

energy relative to the best compared isomer or geometry (same formula, charge and spin) = 17.6 kcal/mol
frontier orbital gap = 7.61 eV
highest occupied orbital energy = -8.6 eV
F_max = 0.814 eV/A

---

Record 5
Below is a gas-phase ion, C8H17N2O (charge +1), with properties calculated with ωB97M-V/def2-TZVPD.

```
28
Properties=species:S:1:pos:R:3
C -2.560 -2.448 -0.046
C -2.532 -1.141 0.310
C -1.018 0.804 0.679
C 0.050 -1.323 -0.150
C 0.483 1.108 0.093
C 0.309 1.725 -1.286
C 1.179 1.989 1.099
C 2.301 -0.352 -0.920
N -1.480 -0.329 -0.121
N 1.133 -0.319 -0.033
O -0.053 -2.136 0.918
H -3.507 -2.951 0.028
H -1.822 -2.874 -0.745
H -3.187 -0.677 0.979
H -1.001 0.552 1.712
H -1.489 1.705 0.439
H 0.167 -1.961 -1.103
H 1.295 1.762 -1.750
H 0.013 2.761 -1.161
H -0.442 1.265 -1.857
H 1.625 2.806 0.595
H 1.910 1.482 1.675
H 0.342 2.375 1.745
H 2.098 -0.414 -1.950
H 2.897 0.629 -0.649
H 2.980 -1.038 -0.525
H 1.306 -0.425 1.001
H -0.997 -2.573 1.025
```

energy relative to the best compared isomer or geometry (same formula, charge and spin) = 73.1 kcal/mol
frontier orbital gap = 9.80 eV
SMILES = C=CN1CC(C)(C)[N@H+](C)[C@H]1O
total charge = +1
highest occupied orbital energy = -12.4 eV
F_max = 4.355 eV/A

---

Record 6
Below is a gas-phase ion, C8H17N2O (charge +1), with properties calculated with ωB97M-V/def2-TZVPD.

```
28
Properties=species:S:1:pos:R:3
C -0.047 -0.822 -1.521
C -0.645 0.298 -0.669
C 1.144 -0.889 0.579
C -0.306 -0.073 0.777
C 1.564 -1.802 1.649
C -0.330 1.056 1.793
C -0.456 2.030 -2.629
C -0.175 1.648 -1.234
N 0.888 -1.526 -0.711
N -1.270 -1.175 1.053
O -0.304 -1.054 -2.673
H -1.747 0.232 -0.658
H 1.888 -0.069 0.492
H 2.610 -2.125 1.458
H 0.776 -2.536 1.797
H 1.807 -1.076 2.472
H 0.612 0.855 2.334
H -1.246 0.815 2.339
H -0.487 2.042 1.428
H -0.327 1.267 -3.351
H -0.081 2.945 -3.114
H -1.517 2.422 -2.713
H -0.490 2.399 -0.526
H 0.920 1.770 -0.956
H 1.401 -2.379 -0.978
H -0.835 -1.675 1.913
H -1.206 -1.745 0.212
H -2.140 -0.832 1.435
```

energy relative to the best compared isomer or geometry (same formula, charge and spin) = 25.0 kcal/mol
frontier orbital gap = 10.16 eV
SMILES = CC[C@H]1C(=O)N[C@H](C)[C@]1(C)[NH3+]
total charge = +1
highest occupied orbital energy = -13.6 eV
F_max = 4.222 eV/A

---

Record 7
Below is C8H17N3O3 in the gas phase, with properties calculated with ωB97M-V/def2-TZVPD.

```
31
Properties=species:S:1:pos:R:3
C -1.830 0.214 -0.007
C -1.340 -0.862 -0.972
C -1.667 1.512 -0.614
C -0.172 2.121 -0.705
C 0.638 2.515 0.607
C 0.923 4.000 0.634
C 0.560 -2.432 -1.171
C 1.362 -3.266 -0.080
H -0.327 0.457 1.560
H -1.883 0.237 1.902
H -2.974 -0.018 0.005
H -2.176 1.578 -1.535
H -2.195 2.324 -0.219
H -0.169 2.891 -1.412
H 0.279 1.090 -0.912
H 1.539 2.015 0.809
H 0.027 2.386 1.552
H 1.630 4.309 -0.097
H 0.004 4.566 0.434
H 2.445 4.476 2.087
H 0.908 4.085 2.678
H -0.037 -0.920 0.533
H 0.090 -3.139 -1.861
H 1.284 -1.907 -1.758
H -0.212 -3.237 1.229
N -1.220 0.145 1.237
N 1.434 4.540 1.900
N -0.326 -1.542 -0.328
O -1.655 -0.942 -2.151
O 2.489 -3.634 -0.262
O 0.629 -3.676 1.061
```

energy relative to the best compared isomer or geometry (same formula, charge and spin) = 62.9 kcal/mol
frontier orbital gap = 9.76 eV
SMILES = NCCCC[C@H](N)C(=O)NCC(=O)O
highest occupied orbital energy = -9.4 eV
F_max = 5.719 eV/A

---

Record 8
Below is C8H17N5O3 in the gas phase, with properties calculated with ωB97M-V/def2-TZVPD.

```
33
Properties=species:S:1:pos:R:3
C -0.901 1.830 -0.150
C -1.991 1.032 0.677
C -0.273 1.028 -1.298
C 0.564 -0.171 -0.838
C 2.012 0.099 -0.464
C 4.050 -1.078 0.402
C -3.903 -0.336 0.508
C -3.445 -1.612 -0.167
H 0.081 1.804 1.659
H -0.199 3.297 1.078
H -1.450 2.699 -0.634
H 0.395 1.632 -1.940
H -1.090 0.696 -1.948
H 0.037 -0.640 0.043
H 0.641 -1.005 -1.589
H 2.043 0.905 0.298
H 2.483 0.466 -1.329
H 2.084 -1.540 0.802
H 3.994 -2.405 1.745
H 5.790 -0.180 -0.172
H 4.504 -0.073 -1.278
H -3.368 1.333 -0.778
H -3.754 -0.389 1.587
H -5.066 -0.258 0.361
H -3.769 -3.498 0.154
N 0.099 2.353 0.812
N 2.667 -1.094 0.125
N 4.627 -1.696 1.356
N 4.786 -0.175 -0.329
N -3.177 0.820 0.059
O -1.799 0.573 1.792
O -2.511 -1.774 -0.904
O -4.161 -2.643 0.361
```

energy relative to the best compared isomer or geometry (same formula, charge and spin) = 27.4 kcal/mol
frontier orbital gap = 8.72 eV
SMILES = [H]/N=C(/N)NCCC[C@H](N)C(=O)NCC(=O)O
highest occupied orbital energy = -8.3 eV
F_max = 2.958 eV/A

---

| no. | electronic energy (eV) |
| --- | --- |
| 1 | -33064.8148 |
| 2 | -33468.8416 |
| 3 | -29223.2380 |
| 4 | -38282.7661 |
| 5 | -13589.7993 |
| 6 | -13591.8826 |
| 7 | -19182.2837 |
| 8 | -22165.4433 |